Record 1
Below is a cluster of 8 separate species, C34H46F10N2O26PS in total at a distorted geometry, with properties calculated with wB97M-V/def2-TZVPD.

Last column: Löwdin charge in e.
Positions of all 120 atoms, in Å:
C: -2.047 4.467 2.630  0.08
C: -0.778 4.345 2.234  -0.04
C: 0.059 3.155 2.483  -0.49
O: 0.952 2.766 1.799  0.15
O: -0.275 2.475 3.648  -0.03
C: -1.081 1.347 3.326  -0.20
C: -1.576 0.658 4.601  -0.12
C: -3.083 0.312 4.556  -0.19
C: -3.371 -1.189 4.576  -0.17
C: -2.952 -1.903 3.272  -0.16
C: -3.330 -1.057 2.058  -0.17
N: -3.609 -1.775 0.780  -0.31
F: -4.203 -2.991 1.018  0.00
P: -5.059 -0.725 -0.400  0.99
N: -4.606 0.837 -0.210  -0.09
O: -6.186 -0.794 0.735  -0.23
S: -2.269 -2.018 -0.372  0.75
O: -2.241 -0.772 -1.057  -0.25
O: -2.545 -3.233 -1.039  -0.20
C: -0.574 -2.221 0.440  -0.45
F: -0.382 -1.300 1.372  0.15
F: 0.227 -1.976 -0.587  0.16
C: -0.329 -3.661 0.971  -0.37
F: -0.162 -4.437 -0.099  0.17
F: -1.424 -4.067 1.627  0.17
C: 0.962 -3.809 1.853  -0.35
F: 1.877 -2.934 1.419  0.18
F: 1.422 -5.047 1.653  0.18
C: 0.798 -3.657 3.392  -0.53
F: -0.058 -4.553 3.865  0.21
F: 1.994 -3.851 3.953  0.18
F: 0.380 -2.422 3.698  0.17
H: -2.444 5.437 2.908  0.07
H: -2.758 3.648 2.637  0.05
H: -0.302 5.123 1.644  0.10
H: -0.489 0.652 2.717  0.11
H: -1.940 1.709 2.742  0.10
H: -1.400 1.344 5.431  0.13
H: -0.979 -0.244 4.766  0.11
H: -3.555 0.796 3.695  0.09
H: -3.563 0.757 5.431  0.12
H: -4.433 -1.373 4.765  0.12
H: -2.804 -1.643 5.392  0.12
H: -1.869 -2.045 3.298  0.08
H: -3.407 -2.892 3.232  0.12
H: -2.580 -0.295 1.831  0.11
H: -4.259 -0.523 2.281  0.11
H: -3.626 1.051 -0.375  0.06
H: -4.895 1.280 0.662  0.08
H: -6.938 -1.342 0.457  0.09
C: 4.518 -2.509 5.196  -0.13
C: 5.396 -3.632 5.725  -0.12
O: 6.400 -2.914 6.441  0.06
C: 5.901 -1.704 6.796  -0.56
O: 6.422 -0.943 7.538  0.18
O: 4.710 -1.490 6.174  0.06
H: 3.468 -2.770 5.132  0.10
H: 4.862 -2.138 4.228  0.14
H: 4.864 -4.282 6.423  0.13
H: 5.853 -4.238 4.948  0.13
C: 2.490 -5.262 -2.163  -0.11
C: 3.214 -4.140 -1.436  -0.12
O: 4.386 -3.973 -2.231  0.07
C: 4.130 -4.431 -3.480  -0.57
O: 4.842 -4.292 -4.418  0.17
O: 2.940 -5.085 -3.507  0.05
H: 1.406 -5.188 -2.121  0.12
H: 2.796 -6.250 -1.814  0.14
H: 2.650 -3.205 -1.444  0.12
H: 3.489 -4.389 -0.415  0.13
C: 5.335 -7.441 -5.590  -0.11
C: 4.357 -7.434 -6.750  -0.11
O: 4.445 -8.780 -7.226  0.06
C: 4.881 -9.569 -6.214  -0.57
O: 4.897 -10.755 -6.236  0.17
O: 5.291 -8.808 -5.169  0.06
H: 5.045 -6.786 -4.777  0.10
H: 6.352 -7.199 -5.902  0.14
H: 3.332 -7.243 -6.426  0.13
H: 4.620 -6.737 -7.540  0.13
C: 0.863 5.879 -1.350  -0.10
C: 0.814 7.219 -2.057  -0.11
O: -0.587 7.537 -2.006  0.07
C: -1.140 6.873 -0.975  -0.58
O: -2.243 7.043 -0.557  0.15
O: -0.266 5.971 -0.466  0.02
H: 1.776 5.721 -0.785  0.13
H: 0.707 5.040 -2.029  0.14
H: 1.372 7.986 -1.521  0.14
H: 1.155 7.176 -3.086  0.12
C: 3.537 7.429 -5.834  -0.10
C: 4.967 7.868 -5.574  -0.10
O: 4.984 7.999 -4.147  0.07
C: 4.012 7.224 -3.632  -0.57
O: 3.873 6.985 -2.473  0.16
O: 3.206 6.752 -4.613  0.04
H: 3.430 6.751 -6.676  0.13
H: 2.858 8.274 -5.960  0.13
H: 5.696 7.111 -5.862  0.13
H: 5.227 8.816 -6.036  0.13
C: -1.516 -2.845 -4.302  -0.13
C: -2.764 -3.709 -4.243  -0.12
O: -3.497 -3.252 -5.378  0.06
C: -2.627 -2.703 -6.266  -0.56
O: -2.898 -2.379 -7.371  0.19
O: -1.399 -2.574 -5.694  0.06
H: -0.619 -3.346 -3.943  0.13
H: -1.641 -1.898 -3.769  0.12
H: -2.540 -4.770 -4.370  0.14
H: -3.350 -3.572 -3.341  0.10
C: -5.403 7.961 3.197  -0.10
C: -6.820 7.525 2.868  -0.10
O: -6.600 6.288 2.175  0.07
C: -5.404 5.798 2.548  -0.57
O: -4.995 4.713 2.268  0.13
O: -4.718 6.701 3.276  0.05
H: -5.313 8.492 4.140  0.13
H: -4.950 8.551 2.400  0.14
H: -7.413 7.322 3.761  0.13
H: -7.357 8.218 2.228  0.13

Kohn-Sham gap in eV: 7.548
E_LUMO in Eh: -0.1397
E_tot in eV: -139507.6247
Total charge: +1
Molecular weight in g mol⁻¹: 1151.8

=====

Record 2
Below is a cluster of 5 separate species, C24H46F3N3O12PS in total, with properties calculated with wB97M-V/def2-TZVPD.

Last column: Löwdin charge in e.
Positions of all 90 atoms, in Å:
O: 1.194 2.080 2.358  -0.24
P: 0.710 0.930 3.123  0.43
O: 0.622 1.177 4.689  -0.09
O: 1.522 -0.433 2.955  -0.13
C: -1.013 0.507 2.690  -0.10
N: -1.303 0.101 1.259  -0.08
C: -2.445 -0.893 1.225  -0.17
C: -2.058 -2.318 1.591  -0.38
S: -2.367 -2.625 3.366  1.05
C: -0.729 -2.699 3.957  -0.68
N: -0.202 -1.967 4.893  0.04
N: 1.100 -2.423 5.065  0.06
C: 1.249 -3.379 4.205  -0.16
O: 0.144 -3.620 3.470  0.05
C: -0.079 -0.290 0.491  -0.11
C: -0.371 -0.759 -0.934  -0.02
C: 0.569 -1.864 -1.371  -0.61
F: 0.111 -2.475 -2.470  0.15
F: 1.800 -1.390 -1.652  0.15
F: 0.723 -2.810 -0.422  0.13
H: 0.338 0.397 5.194  0.08
H: 2.285 -0.478 3.550  0.11
H: -1.400 -0.271 3.349  0.06
H: -1.561 1.424 2.914  0.13
H: -1.662 0.932 0.775  0.13
H: -3.196 -0.547 1.933  0.11
H: -2.886 -0.832 0.232  0.13
H: -2.708 -3.009 1.059  0.09
H: -1.035 -2.590 1.342  0.07
H: 2.117 -3.986 4.008  0.14
H: 0.552 0.598 0.455  0.13
H: 0.446 -1.053 1.053  0.11
H: -0.205 0.071 -1.622  0.12
H: -1.387 -1.104 -1.105  0.13
O: -4.907 -2.111 2.212  0.02
C: -5.926 -2.712 2.481  -0.51
O: -7.070 -2.040 2.431  0.02
C: -8.360 -2.665 2.593  -0.21
C: -8.753 -2.783 4.048  -0.06
C: -5.900 -4.149 2.930  0.03
H: -8.380 -3.623 2.076  0.11
H: -9.040 -2.001 2.065  0.13
H: -8.075 -3.434 4.601  0.07
H: -9.758 -3.194 4.127  0.09
H: -8.739 -1.803 4.523  0.09
H: -5.734 -4.165 4.007  0.10
H: -5.062 -4.647 2.449  0.09
H: -6.808 -4.701 2.708  0.08
O: 6.987 5.707 -0.110  0.12
C: 6.072 5.033 0.264  -0.53
O: 4.951 5.650 0.699  0.00
C: 3.742 4.944 0.988  -0.24
C: 3.702 4.376 2.389  -0.06
C: 6.160 3.523 0.320  0.01
H: 3.563 4.172 0.236  0.10
H: 2.960 5.692 0.865  0.12
H: 4.481 3.628 2.541  0.07
H: 2.736 3.908 2.567  0.05
H: 3.856 5.170 3.121  0.09
H: 6.608 3.244 1.273  0.09
H: 6.822 3.199 -0.478  0.09
H: 5.207 3.011 0.219  0.06
O: 1.409 -3.276 -6.949  0.11
C: 2.333 -2.737 -6.408  -0.53
O: 3.429 -2.448 -7.136  0.00
C: 4.520 -1.672 -6.630  -0.24
C: 5.522 -2.517 -5.873  -0.06
C: 2.314 -2.437 -4.925  0.00
H: 4.151 -0.838 -6.030  0.11
H: 4.981 -1.245 -7.518  0.12
H: 5.081 -2.966 -4.982  0.07
H: 6.371 -1.907 -5.564  0.08
H: 5.886 -3.323 -6.509  0.09
H: 2.662 -3.318 -4.387  0.10
H: 1.283 -2.247 -4.648  0.07
H: 2.919 -1.584 -4.628  0.07
O: -1.543 2.147 -0.599  0.07
C: -1.227 2.706 -1.630  -0.50
O: 0.065 2.729 -1.937  0.01
C: 0.575 3.261 -3.180  -0.21
C: 0.797 4.754 -3.105  -0.05
C: -2.239 3.407 -2.492  0.04
H: -0.078 2.976 -4.005  0.12
H: 1.519 2.739 -3.320  0.13
H: -0.136 5.296 -2.950  0.08
H: 1.245 5.107 -4.033  0.09
H: 1.468 4.995 -2.281  0.08
H: -2.364 4.420 -2.110  0.11
H: -3.188 2.887 -2.400  0.10
H: -1.967 3.460 -3.542  0.08

Kohn-Sham gap in eV: 9.479
E_LUMO in Eh: -0.0767
E_tot in eV: -82947.9287
Total charge: +1
Molecular weight in g mol⁻¹: 688.7

=====

Record 3
Below is a structure of composition C3H4KLiO3 at a distorted geometry, with properties calculated with wB97M-V/def2-TZVPD.

Last column: Mulliken spin population.
Positions of all 12 atoms, in Å:
O: -1.332 0.790 0.003  0.00
C: -0.997 -0.558 0.134  -0.05
C: 0.141 -0.979 -0.731  0.86
O: 3.157 -0.455 0.928  0.00
C: 2.661 0.577 0.755  0.01
O: 2.021 1.485 0.396  0.00
K: -3.983 1.675 -0.276  0.00
Li: 0.069 1.906 0.020  0.00
H: -1.865 -1.218 -0.111  0.08
H: -0.756 -0.811 1.188  0.04
H: 0.352 -0.415 -1.645  0.02
H: 0.531 -1.997 -0.660  0.03

Kohn-Sham gap (spin up / spin down) in eV: 6.992 / 8.295
E_LUMO (spin up / spin down) in Eh: -0.1382 / -0.1386
Relative energy (zero: lowest compared OMol25 entry of this formula, charge and spin) in eV: 0.883
2S+1: 2
E_tot in eV: -25842.9851
Total charge: +1
Molecular weight in g mol⁻¹: 134.1